(1)
The following is a quantum chemistry calculation of a 2-piece molecular cluster, C11H15FNO5 overall, from the OMol25 dataset.

Cartesian coordinates (Å):
1 O 4.5076 -2.3112 -0.0330
2 C 3.6627 -1.4024 0.1220
3 O 3.0357 -1.3133 1.2131
4 C 3.4597 -0.4170 -1.0825
5 C 3.6938 1.0627 -0.5986
6 O 4.7685 1.6575 -1.3913
7 O 4.2083 2.5730 -2.2861
8 N 2.2412 -0.6115 -1.8793
9 C 0.9987 -0.8108 -1.1414
10 C 0.4169 0.4860 -0.4790
11 O 0.9112 0.7318 0.8354
12 H 4.3132 -0.6219 -1.7700
13 H 4.0784 1.0158 0.4378
14 H 2.8215 1.7253 -0.7404
15 H 3.5295 2.0931 -2.7934
16 H 2.3723 -1.2578 -2.6451
17 H 0.2204 -1.0836 -1.9018
18 H 0.9936 -1.6428 -0.4027
19 H -0.6963 0.2927 -0.3744
20 H 0.5015 1.3671 -1.1627
21 H 0.8017 1.6841 0.9767
22 F -3.6410 -0.5950 -1.1822
23 C -3.9378 -0.4319 0.1197
24 C -5.2511 -0.2085 0.4904
25 C -5.5576 -0.0450 1.8349
26 C -4.5481 -0.0966 2.7886
27 C -3.2322 -0.3171 2.3999
28 C -2.9251 -0.4910 1.0581
29 H -6.0224 -0.1638 -0.2683
30 H -6.5836 0.1230 2.1387
31 H -4.7884 0.0353 3.8369
32 H -2.4444 -0.3535 3.1417
33 H -1.9085 -0.6726 0.7382

- Multiplicity: 1
- Calculated total energy: -26092.6917 eV
- Energy above the lowest of the compared OMol25 structures with the same formula, charge and spin: 41.4 kJ/mol
- Orbital gap: 6.33 eV
- Highest occupied orbital energy: -3.73 eV
- Total charge: -1

Quick look at the Löwdin charges, all values in e: atom 1 (O): -0.089, atom 2 (C): -0.712, atom 3 (O): -0.082, atom 4 (C): -0.229, atom 5 (C): -0.112, atom 6 (O): -0.180, atom 7 (O): -0.078, atom 8 (N): -0.035, atom 9 (C): -0.206, atom 10 (C): -0.258, atom 11 (O): -0.083, atom 12 (H): 0.140, atom 13 (H): 0.131, atom 14 (H): 0.105, atom 15 (H): 0.086, atom 16 (H): 0.101, atom 17 (H): 0.114, atom 18 (H): 0.121, atom 19 (H): 0.077, atom 20 (H): 0.115, atom 21 (H): 0.084, atom 22 (F): 0.059, atom 23 (C): -0.283, atom 24 (C): -0.028, atom 25 (C): -0.096, atom 26 (C): -0.104, atom 27 (C): -0.069, atom 28 (C): -0.007, atom 29 (H): 0.112, atom 30 (H): 0.099, atom 31 (H): 0.097, atom 32 (H): 0.111, atom 33 (H): 0.100


(2)
The following is a quantum chemistry calculation of a 2-piece molecular cluster, C11H15N overall, from the OMol25 dataset.

Cartesian coordinates (Å):
1 C 0.8504 0.9118 -3.4600
2 C -0.9337 0.9291 -0.2047
3 C -0.2183 0.1859 -1.1778
4 C 0.2332 1.1651 -2.1428
5 C -0.2209 2.4617 -1.6754
6 C -1.2909 -1.1955 0.8456
7 C -1.4779 0.0934 0.8545
8 C -0.5327 -1.8523 -0.0380
9 C 0.2216 -1.1490 -1.0038
10 N -1.0015 2.2644 -0.4810
11 H -1.7537 -1.7556 1.7082
12 H -2.1574 0.5558 1.5737
13 H -0.8840 -2.7617 -0.1583
14 H 1.0012 -1.4053 -1.6405
15 H -1.5749 2.9841 0.0004
16 H -0.0241 3.4390 -1.9438
17 H 1.9354 0.9205 -3.5041
18 H 0.5736 1.7032 -4.1147
19 H 0.4623 -0.0554 -3.9304
20 C 1.8188 -1.1451 2.9205
21 C 1.5080 -2.0618 4.1232
22 H 0.9938 -0.4526 2.7081
23 H 2.6448 -0.5018 3.0906
24 H 1.7199 -1.7431 2.0054
25 H 0.9993 -1.4045 4.8384
26 H 0.8578 -2.9216 3.9752
27 H 2.4707 -2.5111 4.5107

- Multiplicity: 2
- Calculated total energy: -13137.2723 eV
- Energy above the lowest of the compared OMol25 structures with the same formula, charge and spin: 221.1 kJ/mol
- <S²>: 0.7683
- Orbital gap (spin up / spin down): 3.30 / 6.54 eV
- Highest occupied orbital energy (spin up / spin down): 0.51 / -2.78 eV
- Total charge: -1

Quick look at the Löwdin charges, all values in e: atom 1 (C): -0.108, atom 2 (C): -0.237, atom 3 (C): -0.189, atom 4 (C): -0.257, atom 5 (C): -0.098, atom 6 (C): -0.268, atom 7 (C): -0.135, atom 8 (C): -0.203, atom 9 (C): -0.084, atom 10 (N): 0.029, atom 11 (H): 0.109, atom 12 (H): 0.069, atom 13 (H): 0.018, atom 14 (H): 0.039, atom 15 (H): 0.144, atom 16 (H): 0.032, atom 17 (H): 0.053, atom 18 (H): 0.038, atom 19 (H): 0.092, atom 20 (C): -0.174, atom 21 (C): -0.180, atom 22 (H): 0.051, atom 23 (H): 0.041, atom 24 (H): 0.057, atom 25 (H): 0.049, atom 26 (H): 0.047, atom 27 (H): 0.064


(3)
The following is a quantum chemistry calculation of a 2-piece molecular cluster, C11H15N overall, from the OMol25 dataset.

Cartesian coordinates (Å):
1 C 0.7995 -2.4991 1.5208
2 C 0.6579 -1.3576 -0.7640
3 C 0.2337 -1.5053 0.5893
4 C -0.3164 -0.5027 -1.3981
5 C -0.9648 -0.8370 0.7465
6 C 1.7324 -1.8549 -1.5190
7 C 1.9928 -1.2632 -2.7901
8 C 1.0336 -0.4223 -3.3792
9 C -0.1403 -0.0474 -2.7172
10 N -1.3073 -0.2452 -0.4899
11 H 2.3472 -2.7334 -1.3360
12 H 2.9486 -1.4067 -3.2768
13 H 1.2089 -0.2183 -4.4300
14 H 1.8907 -2.4713 1.6423
15 H 0.5361 -3.5006 1.1511
16 H -1.7735 -1.0607 1.4323
17 H -1.9762 0.5099 -0.5643
18 H -0.7755 0.6358 -3.2641
19 H 0.4436 -2.3541 2.5466
20 C -0.6994 2.3152 2.2744
21 C -1.4609 3.5158 1.7439
22 H -0.8843 1.3950 1.7156
23 H 0.3983 2.3493 2.2300
24 H -0.8573 2.0549 3.3221
25 H -0.8205 4.3912 1.6326
26 H -2.1798 3.8619 2.4974
27 H -2.0671 3.2507 0.8838

- Multiplicity: 2
- Calculated total energy: -13138.8520 eV
- Energy above the lowest of the compared OMol25 structures with the same formula, charge and spin: 68.7 kJ/mol
- <S²>: 0.7728
- Orbital gap (spin up / spin down): 2.94 / 6.41 eV
- Highest occupied orbital energy (spin up / spin down): 0.59 / -2.90 eV
- Total charge: -1

Quick look at the Löwdin charges, all values in e: atom 1 (C): -0.091, atom 2 (C): -0.184, atom 3 (C): -0.293, atom 4 (C): -0.242, atom 5 (C): -0.173, atom 6 (C): -0.119, atom 7 (C): -0.181, atom 8 (C): -0.209, atom 9 (C): -0.118, atom 10 (N): 0.030, atom 11 (H): 0.059, atom 12 (H): 0.060, atom 13 (H): 0.061, atom 14 (H): 0.064, atom 15 (H): 0.072, atom 16 (H): 0.075, atom 17 (H): 0.126, atom 18 (H): 0.059, atom 19 (H): 0.059, atom 20 (C): -0.182, atom 21 (C): -0.172, atom 22 (H): 0.018, atom 23 (H): 0.066, atom 24 (H): 0.055, atom 25 (H): 0.055, atom 26 (H): 0.052, atom 27 (H): 0.053


(4)
The following is a quantum chemistry calculation of a 2-piece molecular cluster, C11H15N overall, from the OMol25 dataset.

Cartesian coordinates (Å):
1 C -2.7381 -0.0095 -0.3368
2 C 0.1824 -0.3630 1.9398
3 C -0.4985 0.2999 0.9141
4 C -1.7961 -0.3236 0.7675
5 C -1.8485 -1.2711 1.7361
6 C 1.4523 0.0492 2.3765
7 C 1.9471 1.2142 1.8486
8 C 0.0984 1.4124 0.3046
9 C 1.3327 1.8354 0.7380
10 N -0.7016 -1.2452 2.5171
11 H -0.4955 -2.0002 3.1454
12 H 2.0451 -0.5565 3.0512
13 H -2.6179 -1.9875 1.9793
14 H 2.8545 1.6696 2.2261
15 H -0.4443 2.0184 -0.4095
16 H -3.2833 -0.8524 -0.7545
17 H -2.2679 0.6175 -1.0913
18 H 1.7623 2.7437 0.3371
19 H -3.5350 0.6832 -0.0181
20 C 1.8034 -0.5954 -2.9750
21 C 0.3978 -0.4318 -2.3832
22 H 2.4847 0.1338 -2.5409
23 H 2.1319 -1.6018 -2.7609
24 H 1.7700 -0.3935 -4.0439
25 H 0.2813 0.4855 -1.8084
26 H -0.4363 -0.3217 -3.0828
27 H 0.1192 -1.2094 -1.6762

- Multiplicity: 1
- Calculated total energy: -13140.1289 eV
- Energy above the lowest of the compared OMol25 structures with the same formula, charge and spin: 63.9 kJ/mol
- SMILES string: Cc1c[nH]c2ccccc12.CC
- Orbital gap: 8.77 eV
- Highest occupied orbital energy: -7.84 eV

Quick look at the Löwdin charges, all values in e: atom 1 (C): -0.048, atom 2 (C): -0.213, atom 3 (C): -0.154, atom 4 (C): -0.226, atom 5 (C): -0.060, atom 6 (C): -0.025, atom 7 (C): -0.099, atom 8 (C): -0.066, atom 9 (C): -0.093, atom 10 (N): 0.074, atom 11 (H): 0.146, atom 12 (H): 0.106, atom 13 (H): 0.120, atom 14 (H): 0.097, atom 15 (H): 0.111, atom 16 (H): 0.079, atom 17 (H): 0.063, atom 18 (H): 0.098, atom 19 (H): 0.081, atom 20 (C): -0.143, atom 21 (C): -0.170, atom 22 (H): 0.059, atom 23 (H): 0.056, atom 24 (H): 0.059, atom 25 (H): 0.021, atom 26 (H): 0.065, atom 27 (H): 0.064


(5)
The following is a quantum chemistry calculation of a 2-piece molecular cluster, C11H15N overall, from the OMol25 dataset.

Cartesian coordinates (Å):
1 C 2.2043 -1.1523 -1.5613
2 C -0.7680 0.8917 -0.7122
3 C -0.0642 -0.3316 -0.6855
4 C 1.1508 -0.1879 -1.3674
5 C 1.1598 1.1675 -1.8116
6 C -2.5679 -0.1768 0.5120
7 C -1.9293 1.0003 0.0506
8 C -2.0508 -1.4602 0.1779
9 C -0.7453 -1.4679 -0.3909
10 N -0.0134 1.7672 -1.3823
11 H -3.5881 -0.0271 0.8018
12 H -2.4438 1.9020 0.2578
13 H -2.6578 -2.3775 0.2886
14 H -0.3303 -2.3442 -0.6183
15 H -0.0144 2.7009 -1.7533
16 H 1.6875 1.5654 -2.6175
17 H 2.4270 -1.2348 -2.6688
18 H 2.0125 -2.2385 -1.6090
19 H 3.0618 -0.9084 -0.9868
20 C 1.7019 0.2518 2.4238
21 C 0.7022 -0.1720 3.4999
22 H 2.3670 -0.5866 2.0656
23 H 1.1279 0.6895 1.5671
24 H 2.4254 0.9988 2.6632
25 H -0.2500 -0.5456 3.1447
26 H 1.1012 -0.8581 4.2537
27 H 0.4071 0.7167 4.0747

- Multiplicity: 1
- Calculated total energy: -13138.7803 eV
- Energy above the lowest of the compared OMol25 structures with the same formula, charge and spin: 194.0 kJ/mol
- SMILES string: Cc1c[nH]c2ccccc12.CC
- Orbital gap: 8.48 eV
- Highest occupied orbital energy: -7.60 eV

Quick look at the Löwdin charges, all values in e: atom 1 (C): -0.064, atom 2 (C): -0.233, atom 3 (C): -0.195, atom 4 (C): -0.238, atom 5 (C): -0.013, atom 6 (C): -0.095, atom 7 (C): -0.017, atom 8 (C): -0.061, atom 9 (C): -0.024, atom 10 (N): 0.074, atom 11 (H): 0.084, atom 12 (H): 0.088, atom 13 (H): 0.102, atom 14 (H): 0.065, atom 15 (H): 0.154, atom 16 (H): 0.100, atom 17 (H): 0.101, atom 18 (H): 0.084, atom 19 (H): 0.068, atom 20 (C): -0.165, atom 21 (C): -0.164, atom 22 (H): 0.077, atom 23 (H): 0.061, atom 24 (H): 0.042, atom 25 (H): 0.049, atom 26 (H): 0.060, atom 27 (H): 0.061


(6)
The following is a quantum chemistry calculation of a 2-piece molecular cluster, C11H15N overall, from the OMol25 dataset.

Cartesian coordinates (Å):
1 C 2.8127 -2.2866 -0.6260
2 C 2.5561 -0.8435 -0.1366
3 H 3.2209 -1.9992 -1.6874
4 H 3.3599 -2.8849 0.0546
5 H 1.9483 -2.9082 -0.5393
6 H 3.4978 -0.1885 -0.2054
7 H 2.2242 -0.8350 0.9577
8 H 1.7558 -0.3250 -0.4044
9 C -1.4867 -1.6495 1.4318
10 C -1.3094 1.0835 -0.9375
11 C -0.9525 0.5524 0.3580
12 C -1.3560 -0.8371 0.1783
13 C -1.8992 -0.9972 -1.1093
14 C -0.4103 3.2311 -0.1098
15 C -1.0066 2.4414 -1.0995
16 C -0.2014 2.7319 1.1196
17 C -0.4670 1.3061 1.4017
18 N -1.9001 0.1853 -1.8527
19 H -0.2776 4.3630 -0.3366
20 H -1.4230 2.9187 -2.0037
21 H 0.0223 3.2410 2.0221
22 H 0.0691 0.9492 2.3253
23 H -2.2609 0.3607 -2.7344
24 H -2.1229 -2.0105 -1.4603
25 H -1.2260 -1.0614 2.3312
26 H -0.7569 -2.5478 1.5270
27 H -2.4107 -1.9899 1.5356

- Multiplicity: 1
- Calculated total energy: -13137.6868 eV
- Energy above the lowest of the compared OMol25 structures with the same formula, charge and spin: 299.5 kJ/mol
- SMILES string: Cc1c[nH]c2ccccc12.CC
- Orbital gap: 8.58 eV
- Highest occupied orbital energy: -7.69 eV

Quick look at the Löwdin charges, all values in e: atom 1 (C): -0.153, atom 2 (C): -0.176, atom 3 (H): 0.107, atom 4 (H): 0.038, atom 5 (H): 0.038, atom 6 (H): 0.094, atom 7 (H): 0.079, atom 8 (H): -0.024, atom 9 (C): -0.049, atom 10 (C): -0.198, atom 11 (C): -0.174, atom 12 (C): -0.219, atom 13 (C): -0.049, atom 14 (C): -0.135, atom 15 (C): -0.041, atom 16 (C): -0.103, atom 17 (C): -0.019, atom 18 (N): 0.102, atom 19 (H): 0.134, atom 20 (H): 0.109, atom 21 (H): 0.081, atom 22 (H): 0.122, atom 23 (H): 0.120, atom 24 (H): 0.121, atom 25 (H): 0.075, atom 26 (H): 0.107, atom 27 (H): 0.015


(7)
The following is a quantum chemistry calculation of a 2-piece molecular cluster, C11H15N overall, from the OMol25 dataset.

Cartesian coordinates (Å):
1 C 1.0039 -0.2959 2.4316
2 C 0.4883 1.0988 2.1927
3 H 1.6603 -0.6085 1.6495
4 H 1.5403 -0.1132 3.4579
5 H 0.2915 -1.0700 2.6486
6 H -0.5886 1.0849 2.4562
7 H 0.7389 1.4621 1.1901
8 H 1.0682 1.7904 2.8164
9 C -1.4742 -2.4933 -0.2087
10 C -0.1961 -0.3368 -1.0326
11 C -1.4084 -1.1276 -0.8377
12 C -0.6129 0.9572 -1.5361
13 C -2.4262 -0.4068 -1.4056
14 C 2.0611 0.3062 -0.7603
15 C 1.7076 1.5908 -1.1817
16 C 1.0966 -0.6809 -0.7100
17 C 0.4481 1.8473 -1.6692
18 N -1.9664 0.8649 -1.7960
19 H 3.0848 0.2047 -0.4225
20 H 2.5516 2.3244 -1.2285
21 H 1.3613 -1.6802 -0.3158
22 H 0.2400 2.8312 -2.0605
23 H -0.5502 -3.0721 -0.2534
24 H -2.1911 -3.0790 -0.8381
25 H -3.4702 -0.6807 -1.4530
26 H -2.4601 1.7045 -1.9183
27 H -1.9981 -2.4225 0.7851

- Multiplicity: 1
- Calculated total energy: -13139.4690 eV
- Energy above the lowest of the compared OMol25 structures with the same formula, charge and spin: 127.6 kJ/mol
- SMILES string: Cc1c[nH]c2ccccc12.CC
- Orbital gap: 8.86 eV
- Highest occupied orbital energy: -7.90 eV

Quick look at the Löwdin charges, all values in e: atom 1 (C): -0.174, atom 2 (C): -0.166, atom 3 (H): 0.018, atom 4 (H): 0.099, atom 5 (H): 0.050, atom 6 (H): 0.079, atom 7 (H): 0.038, atom 8 (H): 0.063, atom 9 (C): -0.052, atom 10 (C): -0.139, atom 11 (C): -0.227, atom 12 (C): -0.185, atom 13 (C): -0.046, atom 14 (C): -0.125, atom 15 (C): -0.120, atom 16 (C): -0.072, atom 17 (C): -0.051, atom 18 (N): 0.075, atom 19 (H): 0.105, atom 20 (H): 0.120, atom 21 (H): 0.121, atom 22 (H): 0.100, atom 23 (H): 0.068, atom 24 (H): 0.082, atom 25 (H): 0.117, atom 26 (H): 0.129, atom 27 (H): 0.093


(8)
The following is a quantum chemistry calculation of a 2-piece molecular cluster, C11H15N overall, from the OMol25 dataset.

Cartesian coordinates (Å):
1 C -1.7838 2.2552 0.4090
2 C 0.0517 0.4667 1.1437
3 C -0.3949 1.7228 0.6736
4 C 1.4643 0.5747 1.2331
5 C 0.6617 2.5842 0.6296
6 C 0.1991 -1.8156 1.8193
7 C 1.5999 -1.7115 1.8080
8 C -0.5833 -0.7373 1.5186
9 C 2.2695 -0.5224 1.5625
10 N 1.8119 1.8988 1.0170
11 H -0.1816 -2.8188 1.9722
12 H 2.1905 -2.5814 2.0314
13 H -1.6620 -0.7703 1.4240
14 H 3.3487 -0.4882 1.6318
15 H -2.1893 2.7211 1.2949
16 H -2.4420 1.3995 0.1862
17 H 0.6307 3.6155 0.3198
18 H 2.7523 2.2122 0.8821
19 H -1.8007 2.8540 -0.5039
20 C -1.1130 -1.9835 -2.3598
21 C -0.3626 -0.7560 -2.8452
22 H -2.0219 -2.1436 -2.9359
23 H -0.4895 -2.8651 -2.5251
24 H -1.1746 -1.9310 -1.2673
25 H 0.4546 -0.3485 -2.2787
26 H -1.1423 0.0196 -2.9180
27 H -0.0937 -0.8510 -3.9228

- Multiplicity: 1
- Calculated total energy: -13140.2135 eV
- Energy above the lowest of the compared OMol25 structures with the same formula, charge and spin: 55.7 kJ/mol
- SMILES string: Cc1c[nH]c2ccccc12.CC
- Orbital gap: 8.75 eV
- Highest occupied orbital energy: -7.81 eV

Quick look at the Löwdin charges, all values in e: atom 1 (C): -0.046, atom 2 (C): -0.142, atom 3 (C): -0.250, atom 4 (C): -0.208, atom 5 (C): -0.055, atom 6 (C): -0.109, atom 7 (C): -0.104, atom 8 (C): -0.035, atom 9 (C): -0.020, atom 10 (N): 0.077, atom 11 (H): 0.099, atom 12 (H): 0.092, atom 13 (H): 0.109, atom 14 (H): 0.104, atom 15 (H): 0.072, atom 16 (H): 0.072, atom 17 (H): 0.121, atom 18 (H): 0.142, atom 19 (H): 0.077, atom 20 (C): -0.169, atom 21 (C): -0.179, atom 22 (H): 0.066, atom 23 (H): 0.057, atom 24 (H): 0.051, atom 25 (H): 0.050, atom 26 (H): 0.058, atom 27 (H): 0.069


Look up the multiplicity of the third one. 2


Number 8 is which compound? C11H15N


What is the formula in the third record? C11H15N